14
Properties=species:S:1:pos:R:3 method="wB97M-V/def2-TZVPD" e_homo_ha=-0.1081 energy_ha=-548.71008 spin_multiplicity=1 de_lowest_kj_mol=16.6 smiles="Cc1nc([O-])oc1OC=O" charge=-1 gap_ev=6.6
C -2.1141 -0.5429 -0.0797
C -0.6402 -0.7510 -0.0528
N -0.0680 -1.9834 -0.0187
C 1.2441 -1.8179 0.0136
O 2.1456 -2.6318 0.0448
O 1.5645 -0.4082 0.0104
C 0.3445 0.2019 -0.0289
O 0.2529 1.5774 -0.0888
C 1.2892 2.3915 0.1010
O 1.1942 3.5907 -0.0173
H -2.5380 -1.0041 -0.9708
H -2.3389 0.5207 -0.0747
H -2.5618 -1.0184 0.7923
H 2.2261 1.8756 0.3694

101
Properties=species:S:1:pos:R:3 method="wB97M-V/def2-TZVPD" e_homo_ha=-0.1303 energy_ha=-9319.47672 spin_multiplicity=1 de_lowest_kj_mol=0.0 charge=-1 gap_ev=5.4
Rb -1.5365 -1.5945 0.2577
Br -2.9276 -0.6150 7.6193
C -3.0584 -1.1771 5.8034
C -2.9118 -2.5388 5.4869
C -3.0000 -2.9477 4.1891
C -3.2316 -2.0419 3.0923
O -3.3083 -2.4693 1.9100
C -3.3513 -0.6476 3.4571
C -3.5178 0.4385 2.5292
N -3.5341 0.3942 1.2424
C -3.8076 1.5705 0.5492
C -4.6703 2.5450 1.0040
C -4.9212 3.7202 0.2685
C -4.3380 3.9259 -0.9465
C -3.4943 2.9266 -1.4888
C -2.9129 3.0469 -2.7719
C -2.1620 2.0268 -3.2751
C -1.9760 0.8758 -2.4790
N -2.4624 0.7465 -1.2714
C -3.2283 1.7453 -0.7580
C -3.2665 -0.2656 4.8125
H -2.7270 -3.2552 6.2777
H -2.8860 -3.9938 3.9322
H -3.6029 1.4175 3.0249
H -5.1869 2.3931 1.9426
H -5.5957 4.4619 0.6785
H -4.5300 4.8254 -1.5187
H -3.0899 3.9496 -3.3464
H -1.7197 2.0762 -4.2622
H -1.4061 0.0327 -2.8603
H -3.3589 0.7856 5.0624
Cl 7.3565 4.6271 -1.9691
C 5.9604 3.5874 -2.0025
C 5.7266 2.7170 -0.9509
C 4.6049 1.9072 -0.9863
C 3.7139 1.9516 -2.0556
C 2.4967 1.0456 -2.0391
C 2.8460 -0.2718 -2.7097
N 1.6670 -1.0770 -2.9397
C 1.2733 -1.6164 -4.1394
C 0.1211 -2.2975 -3.8801
N -0.1929 -2.2056 -2.5472
C 0.7541 -1.4694 -2.0154
O 2.1172 0.7456 -0.7203
C 1.1052 1.5694 -0.1538
C 1.4831 3.0167 -0.1799
C 2.3729 3.5790 0.6838
Cl 3.1371 2.7883 1.9947
S 2.7265 5.2138 0.3040
C 1.6315 5.1811 -1.0161
C 1.0545 3.9603 -1.1604
C 3.9970 2.8205 -3.0987
Cl 2.9413 2.8913 -4.4880
C 5.1065 3.6507 -3.0870
H 6.4090 2.6802 -0.1134
H 4.3884 1.2259 -0.1719
H 1.6758 1.5156 -2.5916
H 3.5679 -0.8139 -2.0902
H 3.2903 -0.0590 -3.6820
H 1.8365 -1.4655 -5.0446
H -0.5037 -2.8375 -4.5719
H 0.8546 -1.1372 -0.9872
H 1.0092 1.1996 0.8631
H 0.1602 1.4153 -0.6850
H 1.4738 6.0676 -1.6082
H 0.3272 3.7259 -1.9261
H 5.2965 4.3291 -3.9059
C 0.6803 0.2377 5.2747
C 1.6252 -0.7629 5.0591
C 1.8274 -1.3017 3.8035
C 1.0857 -0.8675 2.6779
C 0.1333 0.1419 2.9243
C -0.0622 0.6759 4.1889
N 1.2016 -1.4292 1.4274
C 2.4220 -1.8516 0.9881
C 2.5078 -2.9176 0.0617
C 3.7088 -3.3029 -0.5111
C 4.9005 -2.6642 -0.1844
C 4.8504 -1.6304 0.7507
C 3.6567 -1.2296 1.3203
H 0.5136 0.6433 6.2642
H 2.2045 -1.1411 5.8951
H 2.5521 -2.0951 3.6685
H -0.4762 0.5132 2.1069
H -0.8138 1.4466 4.3239
H 1.5934 -3.4431 -0.1917
H 3.7158 -4.1264 -1.2180
H 5.8393 -2.9719 -0.6268
H 5.7671 -1.1217 1.0332
H 3.6500 -0.4077 2.0280
Br -3.6094 -2.1643 -4.2213
C -3.8475 -3.5482 -2.9301
C -4.3330 -4.7744 -3.3613
C -4.5206 -5.7489 -2.3964
C -4.2248 -5.4577 -1.0731
C -3.7394 -4.1972 -0.7653
N -3.5485 -3.2515 -1.6909
H -4.5528 -4.9459 -4.4045
H -4.8983 -6.7237 -2.6786
H -4.3652 -6.1892 -0.2897
H -3.5098 -3.9118 0.2562